# 1
The following is a DFT calculation (ωB97M-V/def2-TZVPD) of a structure of composition C19H45BrN2O5S2Sb in a non-equilibrium geometry.

The geometry in ORCA input format:
```
! RIJCOSX wB97M-V def2-TZVPD def2/J DEFGRID3
* xyz -1 1
C -0.84014 -0.25487 2.90780
C -0.18964 0.36482 1.69817
C -1.16313 1.01845 0.71077
O -2.52300 0.78228 1.06342
C -3.38734 1.49511 0.31652
O -3.04166 2.50568 -0.28176
C -4.82235 1.02609 0.25920
S -5.52269 0.25082 1.74580
Sb -5.21120 -2.24239 1.55757
O -5.02425 -2.19289 -0.46172
Br -5.59492 -2.34809 4.17826
O 0.51256 -0.70682 1.03181
C 1.61079 -0.36237 0.37694
O 2.01057 0.76814 0.22280
C 2.38191 -1.54754 -0.16059
S 1.21710 -2.73462 -0.90615
H -1.33399 0.49456 3.50558
H -1.49793 -1.06253 2.64274
H -0.04162 -0.67097 3.51668
H 0.49522 1.11964 2.05426
H -0.94578 2.07593 0.66948
H -0.99046 0.60735 -0.27653
H -5.37136 1.94378 0.10930
H -4.95978 0.43120 -0.63438
H -3.53521 -1.98854 1.78333
H -4.97629 -3.96825 1.56408
H -6.91657 -2.43714 1.39931
H -5.59357 -1.53194 -0.84667
H 2.90043 -1.99580 0.67681
H 3.06877 -1.18600 -0.90370
H 1.92517 -3.87133 -0.94855
C 5.51948 -4.02617 -2.56071
C 5.10901 -5.11546 -3.54081
N 3.74205 -4.97706 -3.99875
C 3.23686 -6.15195 -4.68331
C 3.89475 -6.55649 -6.00905
C 3.40723 -3.69578 -4.59444
C 4.22004 -3.22970 -5.81060
H 4.81614 -3.96948 -1.72889
H 6.50830 -4.24668 -2.15650
H 5.57212 -3.04540 -3.03438
H 5.19115 -6.08019 -3.03305
H 5.83581 -5.13850 -4.36982
H 2.16449 -6.01791 -4.84450
H 3.32328 -6.99392 -3.98904
H 3.61442 -5.89103 -6.82423
H 3.56683 -7.56023 -6.28734
H 4.98272 -6.57662 -5.93746
H 3.49068 -2.93301 -3.81676
H 2.34696 -3.70566 -4.85405
H 5.29278 -3.36769 -5.66604
H 4.04837 -2.16437 -5.97555
H 3.92886 -3.74565 -6.72444
C -1.26314 3.11337 3.71756
C -1.34212 4.55882 4.18703
N -0.85899 5.50513 3.19945
C -0.65258 6.83856 3.72567
C -1.87527 7.61636 4.23092
C -1.49643 5.41994 1.89616
C -3.01845 5.58481 1.82475
H -0.25102 2.87037 3.38716
H -1.52445 2.44527 4.53869
H -1.95470 2.90462 2.89987
H -0.71775 4.66496 5.07893
H -2.37580 4.76844 4.50471
H -0.14528 7.43316 2.96058
H 0.06216 6.75495 4.55159
H -2.49879 7.97258 3.41234
H -1.54463 8.49513 4.79006
H -2.49290 7.01667 4.89961
H -1.24714 4.44772 1.46461
H -1.02098 6.14755 1.23342
H -3.52950 5.00395 2.59347
H -3.37144 5.21994 0.85887
H -3.33276 6.62487 1.91367
*
```

Properties
Gap between HOMO and LUMO = 7.044 eV
E_HOMO = -4.91 eV


# 2
The following is a DFT calculation (ωB97M-V/def2-TZVPD) of a structure of composition C14H14ClCoN2O4.

The geometry in ORCA input format:
```
! RIJCOSX wB97M-V def2-TZVPD def2/J DEFGRID3
* xyz 0 1
Co 1.30107 -0.11308 -1.28908
C 3.81684 -3.34768 -1.01705
C 2.84537 -2.27901 -0.60970
O 2.64872 -1.33939 -1.45160
C 2.22676 -2.33418 0.63603
C 1.40439 -1.33997 1.16222
C 0.83247 -1.47784 2.53428
N 1.09912 -0.24415 0.46809
N 0.21741 0.65562 1.02187
C -0.13600 1.50835 0.11077
O 0.31145 1.42041 -1.11392
C -1.06104 2.61251 0.44273
C -1.58408 2.73750 1.72761
C -2.44579 3.77913 2.02479
C -2.79160 4.70057 1.04402
C -2.27378 4.57600 -0.23657
C -1.41041 3.53366 -0.53871
H 4.28918 -3.08019 -1.95825
H 3.28733 -4.29374 -1.14013
H 4.57766 -3.49029 -0.25023
H 2.44309 -3.18533 1.26460
H 1.24109 -2.35230 3.03320
H -0.25057 -1.57560 2.43723
H 1.02026 -0.58187 3.12218
H -1.31095 2.01080 2.48009
H -2.85222 3.87290 3.02341
H -3.46623 5.51371 1.27914
H -2.54320 5.29115 -1.00281
H -1.00197 3.42318 -1.53356
Cl -2.61940 -3.77959 -2.18921
C -1.85967 -2.26015 -2.70225
C -0.92823 -1.70027 -1.63410
O -1.13886 -1.80442 -0.45026
O 0.08640 -1.08603 -2.19270
H -2.65145 -1.53352 -2.87431
H -1.32314 -2.43688 -3.62778
*
```

Properties
Gap between HOMO and LUMO (spin up / spin down) = 7.056 / 7.175 eV
Energy relative to the best compared isomer or geometry (same formula, charge and spin) = 0.388 eV
E_HOMO (spin up / spin down) = -8.33 / -8.31 eV


# 3
The following is a DFT calculation (ωB97M-V/def2-TZVPD) of a structure of composition C23H40GdN4O5 in a non-equilibrium geometry.

The geometry in ORCA input format:
```
! RIJCOSX wB97M-V def2-TZVPD def2/J DEFGRID3
* xyz 1 8
O -1.55450 -2.92216 -1.23472
H -2.06041 -3.81308 -0.97587
Gd -0.64310 -0.61237 -0.37145
N -0.57852 1.42005 -1.62809
N -0.63016 1.58187 1.02762
O -0.42502 1.48746 -3.05539
O -0.67923 1.90932 2.43185
C -0.71769 2.64719 -1.09116
C -0.77012 2.72824 0.34563
C -0.90200 3.84269 -1.97080
C -1.08564 4.00049 1.07336
H -1.06359 3.49697 -2.99555
H -0.02528 4.51357 -2.00499
H -1.77550 4.43622 -1.64583
H -0.81874 3.91060 2.12851
H -2.17717 4.16387 1.04017
H -0.61733 4.91254 0.66157
H -0.50320 0.56970 -3.39254
H -0.41364 1.13299 2.96686
O 2.04611 0.85537 0.05852
H 2.89817 0.93834 -0.43521
H 1.94661 1.56898 0.70467
C -2.94565 -0.87402 0.22864
H -3.21544 -1.75867 -0.38024
H -3.50148 0.04895 -0.05986
H -3.21541 -1.03366 1.28779
O -1.19306 -1.52384 -3.30587
H -1.11602 -2.51088 -3.21783
H -2.16950 -1.37884 -3.22248
C 5.90641 -3.91599 -1.07443
C 4.75777 -4.34581 -2.00766
C 5.18609 -4.13348 -3.46198
C 4.42493 -5.83256 -1.79058
C 3.52029 -3.53167 -1.65438
C 2.86549 -2.72435 -2.59318
C 1.76808 -1.98891 -2.15129
N 1.39727 -2.00370 -0.86669
C 1.96371 -2.83578 0.03116
C 3.06304 -3.62509 -0.33109
C 1.41129 -2.78040 1.39829
C 1.86553 -3.64774 2.40872
C 1.26132 -3.58160 3.66725
C 0.22573 -2.65875 3.87089
C -0.10916 -1.76980 2.85125
N 0.46335 -1.83759 1.63228
C 1.65357 -4.52162 4.81308
C 1.96214 -3.70115 6.07342
C 0.47183 -5.45373 5.11633
C 2.88062 -5.36461 4.45084
H 6.83886 -4.46082 -1.27776
H 5.65241 -4.06038 -0.01668
H 6.11797 -2.84891 -1.22102
H 6.08064 -4.72107 -3.69694
H 4.40044 -4.45349 -4.15325
H 5.42167 -3.08262 -3.65939
H 4.09282 -6.03162 -0.76494
H 3.60779 -6.11846 -2.46373
H 5.27771 -6.48785 -2.01047
H 3.15506 -2.63396 -3.63926
H 1.14416 -1.36640 -2.79837
H 3.48367 -4.26409 0.45226
H 2.65393 -4.35092 2.14427
H -0.31909 -2.59179 4.81256
H -0.85723 -0.98372 2.98353
H 1.08539 -3.13414 6.40133
H 2.27826 -4.35872 6.89294
H 2.77325 -2.99093 5.87855
H 0.20230 -6.04474 4.23413
H 0.72418 -6.15102 5.92364
H -0.41104 -4.88437 5.42259
H 2.68160 -6.00657 3.58650
H 3.73571 -4.72190 4.21571
H 3.17725 -6.02152 5.27842
*
```

Properties
Gap between HOMO and LUMO (spin up / spin down) = 5.469 / 5.911 eV
Energy relative to the best compared isomer or geometry (same formula, charge and spin) = 2.328 eV
<S²> = 16.112
E_HOMO (spin up / spin down) = -8.68 / -11.17 eV


Number 1: energy -131901.5891 eV. Number 2: energy -76064.6434 eV. Number 3: energy -61521.0056 eV.